[1]
One molecule with the formula C7H11F3N2O2. Source: OMol25; level of theory: ωB97M-V/def2-TZVPD.

The geometry in XYZ format:
```
25
Properties=species:S:1:pos:R:3:forces:R:3:mulliken_charge:R:1
C 1.316801 1.431817 1.248807 3.12 -1.30 -3.77 -1.235
N 0.773201 0.274797 0.569126 -1.06 0.72 -0.51 0.014
C 0.569880 -0.934651 1.318442 -1.80 -1.24 -2.66 -0.544
C 0.556677 -2.042514 0.231018 -1.29 -2.77 1.43 -0.607
C -0.691629 -1.855377 -0.652400 1.06 -1.89 -2.74 -0.551
C -0.488262 -0.578224 -1.489159 -1.18 -0.14 -0.10 -0.851
C -0.278986 0.583101 -0.419117 0.88 -0.07 -1.26 0.257
N 0.371699 1.654334 -1.409691 0.77 -2.22 1.12 0.908
O 1.452758 1.264214 -1.838312 -0.83 1.50 -0.09 -0.597
O -0.249599 2.630450 -1.673228 -0.05 0.96 -0.84 -0.602
C -1.573869 1.170117 0.231579 0.14 1.36 -0.83 0.814
F -1.823234 0.582732 1.376875 -0.48 -1.25 0.89 -0.244
F -1.413663 2.455754 0.561398 0.29 0.58 0.04 -0.264
F -2.691821 1.123968 -0.517834 0.47 -0.49 -0.16 -0.310
H 2.323537 1.263405 1.665824 -0.24 -0.45 -0.43 0.348
H 1.433787 2.163343 0.450964 0.29 0.43 0.47 0.398
H 0.800993 1.826749 1.982889 -3.21 1.88 3.72 0.469
H -0.406233 -0.991907 1.876784 1.06 0.05 -0.22 0.196
H 1.373907 -1.172795 1.920027 1.73 0.20 1.60 0.505
H 0.367326 -3.064461 0.813511 0.66 1.87 -1.20 0.333
H 1.490510 -2.170385 -0.412883 -1.13 0.54 1.11 0.280
H -0.695812 -2.792738 -1.434647 -0.47 2.18 1.97 0.299
H -1.632423 -1.790755 -0.080232 0.39 -0.35 -0.19 0.302
H 0.497193 -0.592405 -2.030107 -1.21 -0.31 0.50 0.467
H -1.382737 -0.438569 -2.289634 2.07 0.20 2.15 0.215
```
Forces are in eV/Å.

HOMO-LUMO gap ... 9.55 eV
2S+1 ... 1
Structure (SMILES) ... CN1CCCC[C@@]1([N+](=O)[O-])C(F)(F)F


[2]
A 2-piece molecular cluster, C11H14F2 overall. Source: OMol25; level of theory: ωB97M-V/def2-TZVPD.

The geometry in XYZ format:
```
27
Properties=species:S:1:pos:R:3:forces:R:3:mulliken_charge:R:1
C 1.693511 1.472896 -1.158027 -1.70 -2.49 3.37 -1.020
C 2.021061 0.196052 -0.693434 3.26 2.25 -0.25 0.601
C 0.744443 1.659748 -0.003055 0.39 -1.49 0.86 0.312
C -0.149829 2.493547 0.488351 -0.49 2.86 -0.59 -0.858
C -2.367486 -0.096745 -0.438021 -0.12 0.87 2.58 -0.087
C -1.451284 -0.478537 0.465109 -1.04 -0.52 -2.30 -0.729
C 1.212527 0.249948 0.529164 -4.09 -0.82 -2.79 0.738
C 3.228153 -0.681602 -0.924424 -1.58 -1.01 -0.04 -1.322
C -3.484100 0.860677 -0.101105 -4.03 -3.03 -1.77 -1.193
C 0.285582 -2.421779 0.946378 0.14 -1.92 2.13 -1.142
C -0.270378 -1.249512 0.193775 3.92 1.42 -0.60 0.691
F 1.682956 0.033936 1.748417 0.57 0.04 0.69 -0.402
F -0.077158 -1.527162 -1.157187 -0.52 0.22 0.27 -0.383
H 1.763778 2.149374 -1.950543 0.69 0.39 -1.44 0.497
H -0.850681 2.282964 1.289498 0.51 -0.33 0.18 0.291
H -0.271533 3.580889 0.119925 0.24 -1.96 0.17 0.199
H -2.389055 -0.550952 -1.353965 0.15 -0.86 -2.39 0.574
H -1.510619 -0.082606 1.408625 -0.02 0.83 2.38 0.495
H 2.826641 -1.620487 -1.311466 0.11 -0.50 0.41 0.340
H 3.832283 -0.883553 -0.013828 -0.52 0.32 -0.56 0.258
H 3.815915 -0.369097 -1.748380 0.83 0.82 -0.50 0.411
H -4.045187 1.356394 -1.006746 1.15 -1.37 1.45 0.281
H -4.337023 0.285957 0.558986 1.81 1.23 -1.77 0.245
H -3.256559 1.648459 0.481182 1.41 2.64 2.14 0.353
H 1.427802 -2.542252 0.989374 -1.61 0.47 -0.80 0.234
H -0.156881 -3.455397 0.567842 0.72 2.20 0.79 0.317
H 0.083128 -2.311158 2.073548 -0.20 -0.24 -1.64 0.299
```
Forces are in eV/Å.

HOMO-LUMO gap ... 8.27 eV
2S+1 ... 1


The evaluated LUMO for the records listed, in turn: 0.26 0.56 eV.
The evaluated E for the records listed, in turn: -22660.82003 -17063.16668 eV.
The evaluated energy above the lowest of the compared OMol25 structures with the same formula, charge and spin for the records listed, in turn: 1.651 1.814 eV.